4 unconnected molecules or ions with the total composition C22H16ClN3O9S, computed with the ωB97M-V functional and the def2-TZVPD basis.

XYZ file:
```
52
Properties=species:S:1:pos:R:3:forces:R:3
O -1.557 -0.277 -4.862 -0.2 0.1 0.1
C -2.044 -1.080 -4.142 0.2 0.1 0.4
O -1.409 -1.508 -2.967 0.2 -0.2 -0.6
C -1.965 -2.726 -2.628 -0.2 0.2 -0.1
O -1.422 -3.524 -1.944 0.0 0.0 0.4
C -3.268 -2.814 -3.346 0.2 0.0 -0.1
Cl -4.413 -4.001 -2.977 0.0 0.0 -0.1
C -3.316 -1.849 -4.265 -0.2 -0.1 0.1
S -4.565 -1.540 -5.417 0.0 0.1 0.0
H -4.396 -0.211 -5.377 0.1 0.0 -0.1
C -1.849 3.206 1.062 0.0 0.0 -0.1
C -2.102 1.866 1.324 0.0 0.0 0.1
C -2.716 1.074 0.370 0.0 0.0 0.1
C -3.059 1.649 -0.839 0.0 0.0 0.0
C -2.819 2.980 -1.130 0.0 0.0 0.0
C -2.211 3.762 -0.160 0.0 0.0 0.0
N -3.682 0.796 -1.862 0.0 0.0 -0.1
O -3.922 -0.360 -1.568 -0.1 0.0 0.0
O -3.908 1.280 -2.956 0.0 0.0 0.0
H -1.360 3.816 1.809 0.0 0.0 0.0
H -1.812 1.439 2.275 0.0 0.0 0.0
H -2.915 0.027 0.547 0.0 0.0 0.0
H -3.098 3.384 -2.091 0.0 0.0 0.0
H -2.010 4.804 -0.364 0.0 0.0 0.0
C -1.299 -3.754 2.276 0.0 0.0 0.0
C -2.104 -2.849 2.956 0.0 0.0 0.0
C -1.583 -1.639 3.386 0.0 0.0 0.0
C -0.253 -1.367 3.119 0.0 0.0 0.0
C 0.571 -2.252 2.449 0.0 0.0 0.0
C 0.034 -3.458 2.025 0.0 0.0 0.0
N 0.297 -0.064 3.536 -0.1 0.1 -0.2
O -0.451 0.712 4.100 0.0 -0.1 0.1
O 1.453 0.182 3.257 0.0 -0.1 0.1
H -1.714 -4.693 1.936 0.0 0.0 0.0
H -3.142 -3.083 3.151 0.0 0.0 0.0
H -2.188 -0.918 3.916 0.0 0.0 0.0
H 1.602 -1.995 2.260 0.0 0.0 0.0
H 0.657 -4.163 1.492 0.0 0.0 0.0
C 4.572 -0.368 0.390 0.0 0.0 0.0
C 5.642 -0.188 -0.478 0.0 0.0 0.0
C 6.166 1.078 -0.682 0.0 0.0 0.0
C 5.597 2.140 -0.003 0.0 0.0 0.0
C 4.532 1.986 0.865 0.0 0.0 0.0
C 4.017 0.714 1.060 0.0 0.0 0.0
N 6.152 3.493 -0.212 -0.1 0.0 -0.1
O 7.072 3.610 -0.997 0.0 0.0 0.1
O 5.648 4.410 0.405 0.0 0.0 0.0
H 4.170 -1.361 0.544 0.0 0.0 0.0
H 6.070 -1.034 -0.998 0.0 0.0 0.0
H 6.995 1.248 -1.352 0.0 0.0 0.0
H 4.121 2.845 1.373 0.0 0.0 0.0
H 3.183 0.575 1.734 0.0 0.0 0.0
```
Positions in Å, forces in eV/Å.

## Properties
Frontier orbital gap ... 0.3206 Ha
Structure (SMILES) ... O=[N+]([O-])c1ccccc1.O=[N+]([O-])c1ccccc1.O=[N+]([O-])c1ccccc1.O=C1OC(=O)C(Cl)=C1S
LUMO ... -0.89 eV
E_HOMO ... -9.6 eV

Partial charges, Mulliken, in e: -0.500, 0.346, -0.284, 0.393, -0.520, 0.464, -0.167, 0.281, -0.205, 0.159, -0.687, -0.181, -0.566, 0.241, -0.523, -0.401, 1.079, -0.618, -0.609, 0.443, 0.394, 0.597, 0.465, 0.388, -0.521, -0.462, -0.321, 0.236, -0.480, -0.413, 1.072, -0.622, -0.667, 0.410, 0.402, 0.461, 0.486, 0.388, -0.453, -0.415, -0.462, 0.133, -0.590, -0.045, 0.999, -0.606, -0.605, 0.385, 0.375, 0.458, 0.473, 0.398